Record 1
The following is a quantum chemistry calculation of a structure of composition C22H29N3O4S, from OMol25.

Each line ends with the Mulliken charge.
Cartesian coordinates (Å):
C1 -0.77782 -3.15797 -1.68026  -1.42
C2 0.55946 -3.26704 -0.93157  0.63
C3 1.27720 -2.02192 -0.62217  0.03
C4 2.29296 -2.21218 0.20198  0.68
C5 2.68087 -3.58504 0.57599  -0.87
C6 1.91601 -4.64299 0.42628  -0.53
C7 0.76626 -4.60789 -0.27606  -0.92
H1 0.29778 -5.36166 -0.82257  0.38
H2 2.24849 -5.48926 0.65153  0.62
H3 3.55246 -3.49394 1.37230  0.17
C8 2.84314 -0.72311 0.67971  0.53
O1 3.05717 -0.57735 1.72602  -0.47
N1 3.19146 -0.23023 -0.45466  -0.33
H4 2.85801 -0.17933 -1.23168  0.32
C9 3.42412 1.34227 -0.19853  0.03
C10 4.24636 1.98071 -1.01610  0.52
C11 3.80681 1.68083 -2.50648  -1.84
H5 2.71683 2.16443 -2.53798  0.27
H6 4.49297 2.51415 -3.31794  0.27
H7 3.76081 0.84785 -2.75322  0.83
C12 4.43857 3.48949 -0.89858  -1.58
H8 5.06564 4.05301 -1.34375  0.74
H9 3.52363 4.11897 -0.83314  0.25
H10 4.80268 3.67303 0.37692  0.18
H11 5.29533 1.69498 -1.32856  0.20
H12 4.03679 1.42131 0.88392  0.34
C13 2.02669 1.74869 0.08125  0.34
O2 1.44329 2.67587 -0.81662  -0.66
N2 1.38690 1.54313 1.39565  -0.11
C14 0.14463 1.26356 1.56402  -0.16
C15 -0.72103 1.08212 0.38650  -0.20
C16 -2.05682 0.54200 0.56053  -0.19
C17 -2.52284 0.55944 1.99133  0.56
C18 -1.72761 0.74847 2.99360  -1.33
C19 -0.42483 1.17607 2.79384  -0.06
H13 0.29923 1.67443 3.65890  0.19
H14 -2.05051 0.85096 3.85714  0.71
C20 -3.96708 0.12103 2.47483  -1.85
H15 -4.66574 0.88826 1.81468  0.31
H16 -4.27689 -0.70800 1.78820  0.40
H17 -4.08100 -0.09324 3.43147  0.56
S1 -3.09284 0.04395 -0.48306  1.33
O3 -2.23786 0.04405 -1.87202  -0.84
O4 -3.52805 -1.47555 -0.40226  -0.76
N3 -4.36089 1.11137 -0.84646  0.42
C21 -5.22222 0.47852 -1.54607  -1.16
H18 -5.44726 -0.60078 -1.19300  0.32
H19 -5.06459 0.43606 -2.57533  0.36
H20 -6.23902 1.22077 -1.39820  0.26
C22 -3.93859 2.42824 -1.13294  -1.29
H21 -2.95184 2.70229 -0.58936  0.22
H22 -3.44301 2.41278 -2.27550  0.25
H23 -4.43677 3.13418 -1.16056  0.85
H24 -0.32991 0.91962 -0.48818  1.06
H25 2.20564 1.12470 2.10273  0.49
H26 0.80076 -1.06262 -0.74680  0.10
H27 -0.77222 -2.41048 -2.55609  0.29
H28 -1.10510 -4.08562 -2.23253  0.41
H29 -1.66003 -2.83290 -1.11252  0.14

Calculated values
Energy above the lowest of the compared OMol25 structures with the same formula, charge and spin, kJ/mol: 2349.62
HOMO-LUMO gap, Ha: 0.2791
Lowest unoccupied orbital energy, eV: -0.7

***

Record 2
The following is a quantum chemistry calculation of a cluster of 7 separate species, C49H83ClF18N3O14 in total, from OMol25.

Each line ends with the Mulliken charge.
Cartesian coordinates (Å):
C1 6.89307 -1.31980 0.47189  -1.53
C2 6.63078 -0.74179 -0.93351  0.19
C3 5.84260 0.58906 -0.82560  -0.16
C4 6.28811 1.67615 -1.82098  -0.92
C5 5.43331 1.78399 -3.09663  -0.97
C6 3.92677 1.87716 -2.85500  0.64
C7 3.51915 3.09232 -1.97406  -0.52
C8 2.00215 3.34829 -2.04113  0.52
C9 1.52766 4.53099 -1.16955  -1.41
C10 1.22221 4.16844 0.30328  -0.79
C11 -0.29213 4.04895 0.59187  -0.38
C12 -0.59650 3.33418 1.93399  -1.06
C13 -1.56295 2.14517 1.85636  -0.74
C14 -1.11820 0.96908 0.95979  -0.35
N1 -2.26907 0.38709 0.24129  0.67
C15 -3.12760 -0.49514 1.03884  -1.87
C16 -2.79767 -1.97936 0.79255  -0.03
O1 -1.38597 -2.11612 0.60042  -0.53
C17 -2.54024 0.56994 -1.02254  -0.53
N2 -3.69418 -0.05516 -1.50821  0.22
C18 -3.96090 -0.01928 -2.96645  -0.73
C19 -4.56414 -1.36523 -3.40803  -0.54
C20 -5.91373 -1.68568 -2.73952  0.12
Cl1 -7.22040 -1.74776 -3.96138  -0.23
N3 -1.64114 1.26238 -1.82209  0.33
C21 -0.54205 0.35385 -2.30359  -0.24
C22 -0.11733 0.63014 -3.74982  -0.28
C23 0.16912 -0.67362 -4.51661  -1.02
C24 1.14323 -1.57828 -3.78003  -0.47
O2 2.31554 -0.85560 -3.46336  -0.23
C25 3.03810 -1.38982 -2.36036  -0.47
H1 5.92850 -1.61596 0.90698  0.30
H2 7.52824 -2.20802 0.44363  0.35
H3 7.30517 -0.56179 1.14379  0.40
H4 6.00441 -1.48183 -1.44155  -0.14
H5 7.57083 -0.61593 -1.47392  0.27
H6 4.77252 0.36757 -0.90034  -0.08
H7 5.99231 0.97649 0.18985  0.45
H8 6.30745 2.65346 -1.32930  0.34
H9 7.30884 1.42474 -2.13015  0.54
H10 5.73218 2.69147 -3.63383  0.42
H11 5.63789 0.93752 -3.76285  0.17
H12 3.52270 0.98037 -2.39161  -0.89
H13 3.42740 1.97874 -3.82365  0.61
H14 3.80598 2.87096 -0.93814  0.22
H15 4.03576 3.99342 -2.32154  0.23
H16 1.49214 2.44120 -1.69257  -0.64
H17 1.73126 3.54476 -3.08291  0.65
H18 0.59793 4.91667 -1.61268  0.50
H19 2.25118 5.34802 -1.23745  0.49
H20 1.70126 3.22442 0.59286  0.50
H21 1.60948 4.97663 0.93364  0.35
H22 -0.72625 5.05142 0.63994  0.52
H23 -0.77476 3.51808 -0.23809  0.10
H24 -1.07626 4.05983 2.59718  0.26
H25 0.32745 3.02861 2.43938  0.47
H26 -2.57380 2.47491 1.58854  0.35
H27 -1.63504 1.75708 2.88068  0.43
H28 -0.76940 0.16223 1.60879  0.51
H29 -0.29524 1.20687 0.29134  -0.17
H30 -4.18480 -0.27998 0.87422  0.41
H31 -2.92344 -0.26042 2.08714  0.61
H32 -3.03943 -2.53112 1.70594  0.53
H33 -3.34119 -2.38279 -0.06374  0.36
H34 -1.22496 -2.66280 -0.16944  0.23
H35 -4.48930 0.37175 -1.03530  0.25
H36 -3.04624 0.12553 -3.53968  0.08
H37 -4.68223 0.76763 -3.21946  0.16
H38 -3.81456 -2.13994 -3.21580  0.30
H39 -4.67532 -1.30707 -4.49595  0.64
H40 -5.87222 -2.64999 -2.23305  -0.15
H41 -6.20042 -0.90417 -2.03755  0.19
H42 -2.09598 1.74038 -2.58773  0.57
H43 0.30624 0.40481 -1.61627  0.08
H44 -0.90577 -0.68337 -2.25101  0.08
H45 -0.88499 1.20821 -4.27864  0.63
H46 0.81818 1.18683 -3.74361  -0.19
H47 0.59176 -0.41413 -5.49172  0.53
H48 -0.77504 -1.21770 -4.66236  0.25
H49 1.35054 -2.46082 -4.40580  0.43
H50 0.69474 -1.97207 -2.85112  0.30
H51 4.10164 -1.29393 -2.57342  -0.22
H52 2.80694 -0.81915 -1.45085  0.24
H53 2.82414 -2.45256 -2.21158  0.55
C26 9.71150 -5.18768 -2.31620  -1.06
C27 9.84525 -4.78929 -3.76932  -0.22
O3 8.60975 -4.23996 -4.27756  -0.34
C28 8.37270 -2.97478 -3.98106  0.34
O4 9.06346 -2.23675 -3.34519  -0.52
C29 7.04275 -2.53631 -4.61973  0.96
F1 6.07801 -3.43752 -4.41366  -0.29
F2 7.18552 -2.37992 -5.93544  -0.29
F3 6.64154 -1.38012 -4.10217  -0.21
H54 8.87935 -5.88021 -2.18634  0.30
H55 10.62686 -5.67049 -1.97686  0.37
H56 9.52695 -4.31817 -1.68589  0.29
H57 10.04397 -5.65831 -4.39194  0.32
H58 10.65135 -4.07272 -3.92057  0.32
C30 -1.68643 -5.89854 0.57730  -0.78
C31 -0.29961 -5.77469 1.17269  -0.24
O5 0.40150 -7.02774 1.12897  -0.33
C32 0.95918 -7.32344 -0.03824  0.36
O6 0.93601 -6.65357 -1.02700  -0.53
C33 1.70429 -8.66680 0.06438  0.89
F4 0.95915 -9.58408 0.67643  -0.25
F5 2.82828 -8.50301 0.76599  -0.25
F6 2.02145 -9.11379 -1.13869  -0.23
H59 -2.25206 -6.68432 1.07773  0.39
H60 -2.22717 -4.95700 0.68470  -0.03
H61 -1.64118 -6.15221 -0.48197  0.34
H62 -0.35588 -5.50845 2.22588  0.38
H63 0.29136 -5.01043 0.66779  0.29
C34 2.76316 6.31297 6.33616  -0.96
C35 2.11079 5.50880 7.43829  -0.33
O7 0.72263 5.23657 7.13338  -0.28
C36 0.49030 4.23996 6.30430  0.42
O8 1.29102 3.52798 5.77389  -0.55
C37 -1.02802 4.07110 6.11507  0.88
F7 -1.63412 5.23669 5.89509  -0.23
F8 -1.57758 3.51532 7.19586  -0.29
F9 -1.27161 3.27734 5.07355  -0.25
H64 2.19177 7.21667 6.14965  0.16
H65 3.77932 6.58352 6.62020  0.38
H66 2.80589 5.74774 5.40472  0.33
H67 2.08638 6.07546 8.36640  0.34
H68 2.63462 4.57271 7.62721  0.37
C38 -6.49197 -5.21934 -5.32223  -1.23
C39 -5.10693 -4.83067 -4.85867  0.25
O9 -4.25156 -5.97525 -4.68516  -0.32
C40 -3.69509 -6.45319 -5.79195  0.27
O10 -3.82504 -6.02586 -6.89777  -0.50
C41 -2.78412 -7.64283 -5.43804  0.93
F10 -3.38932 -8.48315 -4.60041  -0.24
F11 -1.67254 -7.19361 -4.84487  -0.24
F12 -2.43889 -8.30658 -6.52651  -0.24
H69 -6.93378 -5.94387 -4.63751  0.34
H70 -7.12686 -4.33638 -5.35980  0.30
H71 -6.46701 -5.67034 -6.31343  0.37
H72 -5.15423 -4.36549 -3.87461  -0.01
H73 -4.63706 -4.12444 -5.54412  0.30
C42 -2.61432 10.16167 10.22588  -1.12
C43 -2.80967 9.01372 9.26045  -0.21
O11 -2.01340 9.18908 8.06833  -0.31
C44 -0.74011 8.85128 8.16796  0.30
O12 -0.17928 8.41132 9.12624  -0.51
C45 -0.04135 9.06336 6.81411  0.97
F13 -0.35008 10.23757 6.27004  -0.26
F14 -0.40187 8.10530 5.95256  -0.24
F15 1.27790 9.00600 6.96463  -0.27
H74 -2.82755 11.11187 9.73587  0.31
H75 -3.28191 10.04827 11.07896  0.38
H76 -1.58937 10.19619 10.59327  0.32
H77 -3.83799 8.97554 8.90849  0.32
H78 -2.57218 8.05421 9.71816  0.32
C46 -9.36983 -0.27301 1.45654  -1.14
C47 -8.04824 -0.39590 2.18105  -0.18
O13 -7.51098 -1.73504 2.06870  -0.32
C48 -6.88585 -2.03039 0.95012  0.30
O14 -6.67798 -1.30472 0.01760  -0.38
C49 -6.36693 -3.47939 1.01585  0.84
F16 -7.27345 -4.31648 1.49214  -0.25
F17 -5.28525 -3.50774 1.80777  -0.25
F18 -5.98989 -3.89625 -0.18706  -0.22
H79 -10.07343 -1.02123 1.82068  0.33
H80 -9.79293 0.71669 1.62160  0.39
H81 -9.24812 -0.42113 0.38395  0.30
H82 -8.17484 -0.23385 3.24852  0.39
H83 -7.31516 0.32196 1.81380  0.22

Calculated values
Net charge: +1
HOMO-LUMO gap, Ha: 0.3535
Lowest unoccupied orbital energy, eV: -2.3

***

Record 3
The following is a quantum chemistry calculation of a structure of composition C39H32IrN5O6S, from OMol25.

Each line ends with the Mulliken charge.
Cartesian coordinates (Å):
Ir1 -0.18560 -0.82630 0.33680  3.44
C1 4.21810 -0.58060 1.08400  -0.61
O1 3.86820 0.55300 0.28120  -0.45
C2 2.59540 0.36560 -0.03970  -0.74
N1 2.09790 -0.80260 0.21110  0.14
C3 3.21180 -1.65160 0.62630  -1.00
C4 2.91570 -2.73040 1.62240  0.34
C5 2.00790 -2.55760 2.65910  -0.07
C6 1.79370 -3.58760 3.56290  -0.76
C7 2.48750 -4.78010 3.43950  -0.54
C8 3.38860 -4.95680 2.40180  -0.76
C9 3.59390 -3.93770 1.49090  -0.37
C10 1.80190 1.32830 -0.76760  0.66
C11 2.29390 2.46010 -1.37540  -0.57
C12 1.39980 3.25100 -2.13160  -0.94
C13 0.06930 2.91560 -2.16920  -0.46
C14 -0.38720 1.78640 -1.47060  -0.46
N2 0.51430 0.95510 -0.83490  0.34
C15 -1.72270 1.39860 -1.27440  0.14
N3 -2.02150 0.32600 -0.57990  0.29
C16 -3.45180 0.19850 -0.49470  -0.44
C17 -3.95270 1.41460 -1.33110  -0.50
O2 -2.77980 2.10300 -1.74920  -0.52
C18 -3.97400 -1.10480 -1.04790  0.01
C19 -3.17330 -1.93190 -1.81960  0.04
C20 -3.70180 -3.08060 -2.38080  -0.81
C21 -5.03070 -3.40800 -2.17490  -0.46
C22 -5.82920 -2.59260 -1.38970  -0.71
C23 -5.30270 -1.44380 -0.83120  -0.42
H1 4.04620 -0.31810 2.13420  0.42
H2 5.26360 -0.82640 0.91500  0.33
H3 3.58780 -2.13630 -0.29230  0.50
H4 1.48200 -1.61560 2.75850  0.55
H5 1.08830 -3.46340 4.37070  0.43
H6 2.33010 -5.57680 4.15240  0.41
H7 3.92900 -5.88640 2.29690  0.42
H8 4.27980 -4.08540 0.66740  0.43
H9 3.33680 2.71070 -1.28270  0.69
H10 1.76970 4.12060 -2.64900  0.52
H11 -0.64930 3.50450 -2.71850  0.60
H12 -3.77470 0.29370 0.55090  0.55
H13 -4.57760 2.10300 -0.75490  0.37
H14 -4.50080 1.09190 -2.22170  0.41
H15 -2.13840 -1.66550 -1.98400  0.22
H16 -3.07460 -3.71440 -2.99010  0.45
H17 -5.45070 -4.29070 -2.63200  0.41
H18 -6.86620 -2.84310 -1.22090  0.40
H19 -5.92680 -0.79540 -0.23330  0.43
C24 -2.50380 6.02620 -0.24610  -1.56
C25 -1.71210 5.01420 0.52100  1.19
C26 -2.36350 4.15610 1.40080  -0.95
C27 -1.66250 3.15920 2.04870  -0.81
C28 -0.30920 3.00510 1.82070  -0.18
C29 0.36940 3.89350 1.01030  -0.28
C30 -0.33660 4.89720 0.36260  -0.89
S1 0.48750 1.57360 2.56210  1.54
O3 0.41060 1.67620 3.99450  -0.81
O4 1.80390 1.44630 1.98860  -0.68
N4 -0.46850 0.34680 2.04530  -0.70
C31 -1.43090 -0.13040 2.96570  -0.17
C32 -2.18530 -1.39690 2.42110  0.11
O5 -3.12370 -1.81860 3.05820  -0.74
O6 -1.71440 -1.87680 1.34840  -0.96
H20 -3.30290 6.44030 0.36590  0.41
H21 -2.96520 5.54550 -1.11080  0.25
H22 -1.87020 6.83650 -0.59680  0.39
H23 -3.42220 4.27660 1.57450  0.48
H24 -2.15940 2.49550 2.73420  0.46
H25 1.43770 3.79780 0.89950  0.74
H26 0.18320 5.59550 -0.27930  0.42
H27 -2.21900 0.60470 3.17350  0.14
H28 -0.96460 -0.38350 3.92880  0.42
N5 2.48630 -7.23170 -1.99870  -0.59
C33 1.94610 -6.24140 -1.78830  -0.20
C34 1.30830 -5.02110 -1.47530  0.40
C35 1.52390 -3.87180 -2.23620  -0.87
C36 0.98580 -2.66030 -1.83210  -0.33
C37 0.22990 -2.56550 -0.66150  0.30
C38 -0.04770 -3.74210 0.03500  -0.01
C39 0.47480 -4.95710 -0.36060  -0.78
H29 2.13750 -3.92770 -3.12720  0.48
H30 1.17630 -1.77370 -2.42620  0.43
H31 -0.67390 -3.72130 0.91500  0.49
H32 0.26790 -5.84860 0.20890  0.53

Calculated values
Energy above the lowest of the compared OMol25 structures with the same formula, charge and spin, kJ/mol: 301.10
HOMO-LUMO gap, Ha: 0.2245
Lowest unoccupied orbital energy, eV: -1.7

***

Record 4
The following is a quantum chemistry calculation of a cluster of 2 separate species, C11H26IO5P2 in total, from OMol25.

Each line ends with the Mulliken charge.
Cartesian coordinates (Å):
C1 3.73993 -1.69808 1.91463  -0.84
C2 4.54451 -0.97910 0.82284  -0.67
C3 3.73103 -0.49495 -0.37293  -0.57
C4 2.70820 0.61805 -0.06849  -1.28
C5 1.23457 0.29307 -0.36262  -0.72
C6 0.48068 -0.39741 0.77841  0.36
O1 -0.59092 0.38737 1.25661  -0.48
P1 -1.53800 -0.67107 2.32343  -0.28
O2 -1.45865 -1.83497 0.99105  -0.34
C7 -0.11932 -1.81406 0.55886  0.01
P2 -0.06931 -2.49346 -1.16128  -0.06
O3 1.45485 -3.12084 -1.09553  -0.46
I1 -1.43717 -4.54036 -0.99334  -0.22
H1 3.60532 -1.07195 2.78354  0.29
H2 4.25359 -2.59630 2.24263  0.36
H3 2.77072 -2.00892 1.56295  0.05
H4 5.30312 -1.66828 0.47429  0.38
H5 5.02044 -0.10270 1.24422  0.31
H6 4.45506 -0.06306 -1.05896  0.32
H7 3.27523 -1.31218 -0.91358  0.38
H8 2.95756 1.46306 -0.70108  0.44
H9 2.79754 0.97098 0.95453  0.50
H10 1.19323 -0.25027 -1.30385  0.51
H11 0.73977 1.24123 -0.52436  0.07
H12 1.19075 -0.43763 1.59661  0.20
H13 -1.45735 0.33392 3.38101  0.03
H14 -2.74214 -0.05346 1.82145  -0.15
H15 -2.31756 -1.54055 3.18848  0.08
H16 -0.34313 -1.23832 2.92001  -0.03
H17 0.40138 -2.56514 1.17142  0.44
H18 1.71790 -3.23008 -0.16264  0.39
O4 -5.05065 4.29396 -1.35019  -0.61
C8 -4.40332 3.28097 -1.44650  0.72
O5 -3.28122 3.15112 -0.73416  -0.37
C9 -2.51643 1.92493 -0.68212  -0.16
C10 -1.56669 1.82522 -1.85544  -0.58
C11 -4.80914 2.18421 -2.40759  -0.86
H19 -3.17351 1.06030 -0.60422  0.26
H20 -1.95113 1.96480 0.24177  0.18
H21 -2.09734 1.80074 -2.80965  0.33
H22 -0.96784 0.92030 -1.77163  -0.05
H23 -0.90070 2.68964 -1.87583  0.26
H24 -4.45018 2.44418 -3.40231  0.24
H25 -5.89523 2.13691 -2.42823  0.30
H26 -4.43847 1.19817 -2.14222  0.32

Calculated values
Net charge: -1
HOMO-LUMO gap, Ha: 0.2648
Lowest unoccupied orbital energy, eV: 2.5